Entry 1:
The following is a quantum chemistry calculation of 2 unconnected molecules or ions with the total composition C5H10N at a distorted geometry, from the Open Molecules 2025 dataset.

Geometry as XYZ:
```
16
Properties=species:S:1:pos:R:3:forces:R:3:nbo_charge:R:1
C -0.291038 2.542637 -0.477655 -1.14 0.07 0.60 -0.70
C 1.266567 -0.395708 0.520408 0.62 0.79 1.06 0.09
C 0.919176 2.067739 0.152674 0.58 -1.21 3.15 0.26
C -0.799584 -2.976927 0.165944 -0.84 1.05 1.17 -0.34
C -1.069953 -1.745718 -0.329630 -1.62 0.04 1.17 -0.45
N 1.162612 0.849814 0.419306 -0.84 0.45 -0.89 -0.26
H -0.759964 1.758159 -1.019169 -0.54 -0.45 -0.58 0.25
H -0.038362 3.354994 -1.068610 0.73 1.40 -1.88 0.28
H 1.881151 -0.887236 -0.200768 0.15 -0.62 -0.48 0.24
H 0.985364 -0.871761 1.465506 -0.22 0.04 -0.51 0.26
H 1.576450 2.698747 0.763904 0.10 0.43 -0.88 0.25
H -1.040175 3.085985 0.141227 0.63 -0.88 0.52 0.30
H -1.079671 -3.532581 1.120847 -0.30 1.56 -1.22 0.23
H -0.171773 -3.601700 -0.386958 1.13 -0.73 -1.05 0.20
H -1.834462 -0.973507 -0.004306 0.91 -1.36 0.58 0.21
H -0.706338 -1.372938 -1.262720 0.65 -0.56 -0.76 0.19
```
Forces are in eV/Å.

Calculated values
ΔE to the lowest compared entry with this formula, charge and spin = 283.9 kJ/mol
gap between HOMO and LUMO = 9.131 eV
HOMO energy = -13.83 eV
total charge = +1

=====

Entry 2:
The following is a quantum chemistry calculation of 2 unconnected molecules or ions with the total composition C5H10O, from the Open Molecules 2025 dataset.

Geometry as XYZ:
```
16
Properties=species:S:1:pos:R:3:forces:R:3:nbo_charge:R:1
C -0.539435 0.318996 -1.147817 0.11 0.14 0.01 -0.20
C 0.244030 1.238647 -0.583072 -0.09 -0.10 -0.10 -0.21
C 1.355902 0.606738 0.222219 0.05 0.01 0.03 -0.44
C 0.893409 -0.860574 0.355097 0.01 -0.03 0.06 -0.39
C -0.095951 -1.083627 -0.808657 0.00 -0.06 -0.03 -0.45
H -1.372553 0.528570 -1.812179 0.10 0.00 0.09 0.22
H 0.147712 2.311899 -0.721544 0.00 -0.14 0.01 0.22
H 1.519662 1.089907 1.192251 -0.04 -0.07 -0.15 0.21
H 2.301740 0.679254 -0.331965 -0.10 0.01 0.07 0.21
H 1.725821 -1.570266 0.348344 -0.14 0.11 0.02 0.21
H 0.363896 -0.986292 1.307594 0.10 0.00 -0.13 0.19
H -0.929724 -1.740522 -0.538395 0.11 0.10 -0.03 0.22
H 0.399493 -1.537814 -1.677835 -0.06 0.05 0.09 0.21
O -2.391764 0.414679 1.417999 0.08 -0.04 0.10 -0.95
H -1.881738 -0.176585 1.982687 -0.09 0.06 -0.02 0.46
H -1.740496 0.766995 0.795268 -0.04 -0.04 0.00 0.48
```
Forces are in eV/Å.

Calculated values
ΔE to the lowest compared entry with this formula, charge and spin = 56.8 kJ/mol
gap between HOMO and LUMO = 10.456 eV
SMILES = C1=CCCC1.O
HOMO energy = -9.48 eV
total charge = 0

=====

Entry 3:
The following is a quantum chemistry calculation of a molecular structure, C25H30BaN11OS4Sb at a distorted geometry, from the Open Molecules 2025 dataset.

Geometry as XYZ:
```
73
Properties=species:S:1:pos:R:3:forces:R:3:lowdin_charge:R:1
Ba -0.439505 -0.679519 1.024348 0.59 1.66 0.49 1.29
C -3.765265 -1.109628 -3.696764 -0.10 -0.04 -0.03 -0.08
C -4.218807 -0.555731 -2.345059 0.20 -0.13 0.11 -0.38
C -4.208737 -1.657147 -1.270512 -0.02 0.08 -0.07 -0.05
C -3.408207 0.643107 -1.883339 0.04 0.03 0.08 -0.22
C -2.026437 0.743586 -2.046901 0.12 -0.13 0.03 -0.06
C -1.324212 1.851821 -1.563622 0.01 -0.33 -0.14 -0.08
C -1.969406 2.886061 -0.900791 0.11 0.17 0.04 -0.29
C -1.203353 4.068902 -0.371062 -0.11 -0.06 -0.07 -0.07
C -3.346210 2.775640 -0.723710 -0.09 -0.01 -0.03 -0.06
C -4.047728 1.680680 -1.206897 0.01 0.13 0.01 -0.05
H -4.489234 -1.847719 -4.063441 0.09 0.06 0.04 0.07
H -2.799238 -1.611363 -3.621301 0.01 0.04 0.00 0.04
H -3.679672 -0.314518 -4.442196 -0.01 -0.03 0.03 0.08
H -5.249147 -0.213072 -2.461425 -0.10 0.06 0.03 0.12
H -3.189995 -2.019679 -1.102311 -0.07 0.00 0.00 0.06
H -4.828712 -2.512043 -1.567225 0.07 0.09 0.01 0.08
H -4.576813 -1.280197 -0.312481 0.04 -0.02 -0.08 0.09
H -1.468642 -0.046055 -2.555973 -0.12 0.13 0.05 0.10
H -0.246825 1.901097 -1.694580 -0.04 -0.03 0.00 0.10
H -1.589482 5.003058 -0.797318 0.03 -0.08 0.05 0.07
H -0.140308 3.987796 -0.604421 -0.06 -0.02 0.00 0.07
H -1.288036 4.136102 0.719268 -0.01 0.02 -0.06 -0.03
H -3.866735 3.552050 -0.170868 0.02 -0.08 -0.03 0.12
H -5.121490 1.618452 -1.040187 0.10 0.00 0.00 0.11
S -0.945365 4.362381 3.280075 0.07 -0.06 -0.01 -0.30
Sb -0.495585 2.110240 3.188284 -0.14 0.42 0.56 -0.30
S -2.383857 0.943932 2.344187 -0.26 0.22 0.21 -0.37
S 1.230200 1.610246 1.620871 0.44 0.41 0.12 -0.34
S 0.159477 1.173451 5.195723 0.04 -0.14 -0.14 -0.32
N -0.853550 -3.172268 -2.812394 0.06 -0.02 -0.04 0.18
C 0.399737 -2.986077 -3.254065 -0.08 0.25 0.23 -0.44
N 0.860492 -3.785214 -4.219373 -0.04 0.03 0.02 0.17
C 2.095109 -3.493891 -4.592499 0.37 0.11 -0.07 -0.46
N 2.624350 -4.249542 -5.603900 0.05 0.09 0.08 0.13
N 2.875181 -2.520925 -4.095403 0.02 -0.34 -0.38 0.16
C 2.298035 -1.794166 -3.144653 0.35 0.53 0.28 -0.28
N 1.081384 -1.970640 -2.681208 -0.31 -0.17 0.05 0.19
C 3.123833 -0.667322 -2.550920 -0.36 -0.29 -0.03 -0.22
C 4.377498 -0.385691 -3.064987 0.29 0.08 -0.09 -0.04
C 5.108613 0.654102 -2.503397 0.04 -0.22 -0.23 -0.08
C 4.563703 1.363501 -1.455108 -0.09 0.11 0.15 -0.06
C 3.298737 1.010657 -0.997218 -0.32 -0.25 -0.09 -0.14
N 2.588760 0.012432 -1.540521 0.08 0.29 0.31 0.13
H -1.264621 -4.068692 -3.002937 -0.08 -0.04 -0.05 0.11
H -1.040216 -2.761291 -1.906717 -0.15 -0.05 0.20 0.05
H 2.174178 -5.133410 -5.760722 -0.04 -0.04 -0.02 0.09
H 3.625302 -4.223410 -5.675024 0.07 0.00 -0.03 0.09
H 4.755248 -0.977850 -3.884305 0.04 0.00 -0.03 0.09
H 6.093028 0.899899 -2.884735 -0.02 -0.02 -0.01 0.10
H 5.097382 2.182237 -0.987539 -0.04 -0.04 0.00 0.10
H 2.828118 1.537895 -0.164234 0.07 -0.14 -0.20 -0.02
C 4.720554 -2.658112 4.183681 -0.22 0.07 -0.03 -0.06
N 3.573384 -1.864774 3.778101 -0.37 0.28 -0.20 -0.20
C 3.275193 -0.608084 4.496098 0.09 -0.20 -0.05 -0.05
C 2.732365 -2.354403 2.878613 0.02 -0.26 -0.37 -0.28
N 2.070865 -2.840603 2.048957 0.29 0.60 0.67 0.15
H 4.524347 -3.216902 5.100996 -0.04 -0.03 0.09 0.08
H 5.560134 -1.989895 4.358457 0.10 0.08 0.01 0.08
H 4.990250 -3.358650 3.398461 -0.02 -0.04 -0.07 0.08
H 3.095140 -0.808102 5.553483 -0.02 -0.04 -0.01 0.08
H 2.394367 -0.111030 4.096913 -0.15 -0.07 -0.08 -0.01
H 4.114836 0.080824 4.393820 0.09 -0.08 -0.03 0.09
N 0.593715 -4.342605 -0.147421 0.09 -0.17 -0.01 0.15
C -0.563011 -3.898359 0.431676 -0.25 -0.06 -0.29 -0.57
O -0.968202 -2.729239 0.115915 -0.49 -2.53 -0.79 -0.48
C -1.266861 -4.767668 1.280873 -0.29 -0.32 0.43 -0.21
C -2.546073 -4.408662 1.824824 0.56 -0.18 -0.23 -0.23
N -3.580427 -4.157490 2.270700 0.06 -0.03 -0.08 0.13
C -0.693787 -6.031875 1.635461 -0.41 0.60 0.00 -0.25
N -0.213594 -7.041254 1.929560 0.05 -0.01 -0.11 0.10
H 1.193173 -3.588500 -0.434688 0.14 0.18 -0.05 0.07
H 1.084724 -5.057623 0.367963 0.01 -0.05 -0.03 0.08
```
Forces are in eV/Å.

Calculated values
ΔE to the lowest compared entry with this formula, charge and spin = 173.8 kJ/mol
gap between HOMO and LUMO = 5.164 eV
HOMO energy = -1.56 eV
total charge = -2

=====

Entry 4:
The following is a quantum chemistry calculation of a gas-phase ion, C32H38N3O (charge +1) at a distorted geometry, from the Open Molecules 2025 dataset.

Geometry as XYZ:
```
74
Properties=species:S:1:pos:R:3:forces:R:3:lowdin_charge:R:1
C -0.858224 -3.760226 2.985742 0.25 -0.57 -0.02 -0.01
N -1.105480 -2.409798 2.546172 -0.39 0.65 0.45 -0.03
C -1.970221 -1.573404 3.202301 -0.48 -1.03 1.00 -0.39
O -2.703662 -1.882467 4.148423 1.15 0.65 -1.54 0.07
C -1.846845 -0.208770 2.562814 -0.26 0.66 -0.25 -0.18
C -1.353764 0.867103 3.561342 -0.48 -0.38 0.08 -0.08
C -0.056719 0.447165 4.195548 0.24 0.41 0.29 -0.23
C -0.074807 -0.336147 5.354305 0.04 -0.09 -0.12 -0.03
C 1.117730 -0.781868 5.919842 -0.01 0.01 -0.10 -0.07
C 2.340859 -0.439405 5.339538 -0.11 0.02 -0.07 -0.08
C 2.362849 0.382406 4.211157 -0.04 0.06 -0.09 -0.09
C 1.169601 0.845965 3.653155 -0.06 -0.32 0.14 -0.06
N -0.898217 -0.426687 1.481343 -0.50 0.93 -0.66 -0.03
C -0.626419 0.553473 0.547149 0.09 -0.66 0.86 -0.09
C 0.493037 0.558187 -0.210486 0.01 0.39 -0.79 -0.06
C 0.621198 1.519940 -1.414739 -0.43 -2.06 -1.02 -0.17
N 0.766547 2.985988 -0.990202 2.24 0.51 1.51 0.12
C -0.139496 4.207604 -1.322129 0.19 -0.32 0.12 -0.58
C 0.610625 5.330311 -0.643371 0.36 0.21 0.17 -0.03
C -1.541752 4.133674 -0.772565 -0.64 -0.06 0.19 -0.03
C -0.167196 4.440555 -2.806486 -0.18 0.21 -0.77 -0.03
C 1.800503 1.016514 -2.388614 -1.32 0.47 0.98 -0.17
C 1.659679 1.231775 -3.758810 0.21 -0.39 -0.58 -0.05
C 2.605003 0.698596 -4.655339 0.09 0.41 0.01 -0.07
C 3.692172 -0.060278 -4.211958 -0.76 -0.29 0.26 -0.06
C 3.758229 -0.348519 -2.847602 0.15 0.46 0.35 -0.06
C 2.851027 0.211179 -1.929577 0.21 -0.48 -0.35 -0.04
C -0.309344 -1.769947 1.508627 0.25 0.18 0.17 -0.25
C -0.379527 -2.481679 0.184958 -1.43 -0.27 -0.65 -0.03
C -1.571579 -2.805201 -0.382545 1.38 0.50 0.82 -0.02
C -1.735157 -3.442304 -1.684607 -0.29 -0.32 -0.73 -0.22
C -3.043897 -3.632671 -2.185366 0.76 0.00 0.18 -0.04
C -3.243965 -4.258864 -3.410611 0.28 -0.07 -0.18 -0.08
C -2.141187 -4.698196 -4.159963 -0.16 0.12 0.15 -0.08
C -0.839051 -4.493202 -3.680216 -0.27 0.10 0.10 -0.08
C -0.630574 -3.863476 -2.454016 -0.64 -0.07 -0.05 -0.03
H -1.572415 -4.019443 3.778071 0.19 0.23 -0.29 0.10
H -0.981434 -4.459739 2.145731 0.03 0.18 0.25 0.09
H 0.166803 -3.869164 3.382660 -0.34 0.10 -0.12 0.10
H -2.835516 0.080081 2.162228 0.26 -0.05 0.14 0.17
H -1.250714 1.827069 3.029617 -0.08 -0.27 0.19 0.11
H -2.141051 0.952668 4.326035 0.24 0.18 -0.21 0.13
H -1.039960 -0.607378 5.793289 0.39 0.05 -0.12 0.12
H 1.081024 -1.406535 6.811630 0.08 0.17 -0.20 0.11
H 3.272416 -0.806935 5.771311 -0.25 0.14 -0.12 0.11
H 3.310095 0.669091 3.752199 -0.19 -0.07 0.21 0.10
H 1.178486 1.516916 2.787155 0.06 -0.29 0.24 0.10
H -1.380790 1.376596 0.469314 0.57 -0.82 0.18 0.14
H 1.224319 -0.274194 -0.119711 -0.79 0.95 -0.08 0.09
H -0.332621 1.471968 -2.026280 1.10 0.26 0.65 0.16
H 1.013912 3.016034 0.055664 -1.01 -0.36 -1.49 0.19
H 1.698064 3.276755 -1.355546 -0.66 -0.20 -0.15 0.17
H 1.621537 5.378801 -1.054052 0.04 0.27 0.04 0.10
H 0.122532 6.300551 -0.791312 0.09 -0.30 0.05 0.12
H 0.693180 5.117786 0.424309 -0.06 0.27 0.09 0.10
H -2.155837 3.324871 -1.194918 0.28 0.13 0.11 0.10
H -1.574904 4.095119 0.327124 0.05 -0.08 -0.33 0.10
H -2.013395 5.085521 -1.085223 0.08 -0.52 0.29 0.11
H -0.650683 3.635652 -3.379637 0.24 0.17 0.22 0.09
H -0.771856 5.345930 -2.956380 0.14 -0.26 -0.09 0.11
H 0.824732 4.670046 -3.216208 -0.14 -0.28 0.04 0.10
H 0.751494 1.694116 -4.178004 0.60 0.01 0.35 0.11
H 2.503007 0.900638 -5.721081 -0.12 -0.12 0.24 0.11
H 4.376060 -0.544249 -4.923495 -0.28 0.46 0.40 0.12
H 4.548905 -0.992818 -2.464921 -0.20 0.11 -0.10 0.11
H 2.931596 -0.125975 -0.887417 0.05 0.52 -0.52 0.11
H 0.752784 -1.702549 1.808044 -0.19 -0.09 0.17 0.15
H 0.571922 -2.697285 -0.294513 -0.22 -0.02 -0.01 0.10
H -2.498984 -2.571346 0.159621 0.39 -0.04 -0.14 0.13
H -3.882168 -3.278842 -1.583243 0.13 -0.16 -0.21 0.11
H -4.260431 -4.405324 -3.779187 0.33 0.01 0.05 0.11
H -2.304268 -5.197567 -5.122974 0.11 0.23 0.46 0.11
H 0.013809 -4.828770 -4.266919 -0.18 0.06 0.11 0.10
H 0.378375 -3.705429 -2.076194 -0.21 -0.12 -0.19 0.10
```
Forces are in eV/Å.

Calculated values
ΔE to the lowest compared entry with this formula, charge and spin = 106.4 kJ/mol
gap between HOMO and LUMO = 8.128 eV
SMILES = CN1C(=O)[C@@H](Cc2ccccc2)N(/C=C/[C@@H]([NH2+]C(C)(C)C)c2ccccc2)[C@@H]1/C=C/c1ccccc1
HOMO energy = -10.64 eV
total charge = +1

=====

Entry 5:
The following is a quantum chemistry calculation of 6 unconnected molecules or ions with the total composition C6H26N2O5 at a distorted geometry, from the Open Molecules 2025 dataset.

Geometry as XYZ:
```
39
Properties=species:S:1:pos:R:3:forces:R:3:nbo_charge:R:1
C -0.353311 2.753604 -0.665760 -1.52 -1.08 -1.06 -0.63
C 1.014200 2.744387 -0.019743 -0.58 0.75 1.23 -0.23
N 1.015232 1.849733 1.156374 0.11 0.39 -0.20 -0.65
C 1.221566 0.446801 0.819740 1.65 0.42 0.02 -0.24
C 1.043157 -0.406612 2.081306 -0.13 0.01 0.88 -0.23
N 0.765453 -1.818907 1.690158 0.49 0.21 1.17 -0.67
C -0.655486 -2.088383 1.432566 -1.39 -0.05 0.41 -0.25
C -0.937983 -2.165757 -0.073682 0.21 -0.74 0.64 -0.62
H -1.167463 2.965391 0.084777 0.90 0.03 -0.79 0.23
H -0.641846 1.708457 -1.117294 0.77 2.07 0.78 0.20
H -0.386198 3.512198 -1.501500 -0.09 -0.80 0.83 0.21
H 1.232822 3.791350 0.318112 -0.01 -0.92 -0.16 0.20
H 1.760750 2.452029 -0.732347 0.64 -0.13 -0.53 0.17
H 1.677148 2.170513 1.858417 -0.07 -0.15 -0.22 0.36
H 0.518079 0.219402 0.013707 0.05 -0.27 0.34 0.21
H 2.289768 0.248603 0.392912 -1.59 0.28 0.48 0.16
H 1.994868 -0.378314 2.704618 -0.99 -0.10 -0.86 0.19
H 0.229053 0.044781 2.760525 1.00 -0.77 -1.13 0.21
H 1.089181 -2.411124 2.464627 -0.24 0.27 -0.58 0.38
H -0.991095 -3.021779 1.937360 0.57 0.33 -0.37 0.19
H -1.298213 -1.292681 1.902949 0.63 -0.55 -0.59 0.24
H -0.808616 -1.191828 -0.480290 0.24 0.67 -0.60 0.20
H -1.954831 -2.445872 -0.288628 -0.56 -0.14 0.12 0.21
H -0.300383 -2.900455 -0.589101 -0.06 0.32 0.22 0.21
O 2.174687 -2.305263 -0.714420 1.04 0.12 0.19 -1.01
H 1.602502 -2.143766 0.084495 0.67 -0.12 0.24 0.51
H 3.116395 -2.110534 -0.475889 -1.46 -0.23 -0.10 0.48
O 1.187458 -0.737422 -2.624519 -0.62 0.36 -4.35 -0.98
H 1.346471 -1.333077 -3.433631 -0.33 1.37 1.96 0.48
H 1.476930 -1.239295 -1.900134 1.09 -1.66 2.14 0.50
O -1.888053 0.916300 1.818970 -1.55 -0.38 -1.42 -1.02
H -2.300569 0.900761 0.877742 0.77 0.02 1.75 0.50
H -1.056834 1.359487 1.697057 0.85 0.57 -0.05 0.47
O -2.910922 0.751682 -0.667559 1.28 0.12 -1.29 -0.99
H -2.275981 0.475564 -1.427788 -1.21 0.27 1.23 0.51
H -3.620660 0.121946 -0.670309 -0.50 -0.49 -0.08 0.48
O -1.380083 0.026857 -2.740478 -2.98 0.23 0.10 -0.95
H -0.502480 -0.244769 -2.666216 3.12 -1.25 0.45 0.50
H -1.324711 0.775988 -3.307124 -0.20 1.03 -0.78 0.48
```
Forces are in eV/Å.

Calculated values
ΔE to the lowest compared entry with this formula, charge and spin = 95.3 kJ/mol
gap between HOMO and LUMO = 9.602 eV
SMILES = CCNCCNCC.O.O.O.O.O
HOMO energy = -9.03 eV
total charge = 0